ORCA calculation (ωB97M-V/def2-TZVPD) on 5 unconnected molecules or ions with the total composition CH11O4S at a distorted geometry.

Results
LUMO level: 3.7 eV
total charge: -1
gap between HOMO and LUMO: 7.1 eV
highest occupied orbital energy: -3.39 eV

Last column: Löwdin charge in e.
Positions of all 17 atoms, in Å:
C (-1.3353, 1.5162, -0.7153)  -0.58
S (-1.8077, 1.7530, 1.0618)  0.22
H (-2.2443, 1.7638, -1.2597)  -0.02
H (-1.1869, 0.4499, -0.8943)  -0.02
H (-0.4262, 2.0819, -0.8973)  0.00
H (1.6160, 0.7654, 2.2062)  0.03
H (0.3897, 1.2114, 1.4114)  -0.07
O (1.2785, 0.7846, 1.3042)  -0.13
H (-1.7157, -0.2843, 1.2811)  -0.13
H (-1.9696, -1.8594, 1.5747)  0.01
O (-1.4757, -1.2288, 1.0504)  -0.17
H (3.1912, -2.5061, -2.1155)  0.02
H (2.9311, -1.7715, -3.4041)  0.03
O (3.4953, -2.4548, -3.0344)  -0.08
H (1.1634, -0.8603, 0.2192)  -0.02
H (0.1933, -1.7135, -0.5143)  -0.01
O (1.1221, -1.4904, -0.5106)  -0.09


ORCA calculation (ωB97M-V/def2-TZVPD) on 2 unconnected molecules or ions with the total composition CH2FPSi at a distorted geometry.

Results
LUMO level: -1.1 eV
gap between HOMO and LUMO: 7.7 eV
highest occupied orbital energy: -8.84 eV

Last column: Löwdin charge in e.
Positions of all 6 atoms, in Å:
C (-4.0185, 0.5488, -1.1887)  -0.77
F (-3.2344, -0.3114, -1.7051)  -0.03
Si (-0.0966, -0.7048, -0.0935)  0.57
P (-4.9432, 1.6817, -0.6453)  0.74
H (-1.0058, -0.7514, -1.3779)  -0.23
H (1.1670, -0.6225, -0.8547)  -0.28


Repeat the first record exactly.
ORCA calculation (ωB97M-V/def2-TZVPD) on 5 unconnected molecules or ions with the total composition CH11O4S at a distorted geometry.

Results
LUMO level: 3.7 eV
total charge: -1
gap between HOMO and LUMO: 7.1 eV
highest occupied orbital energy: -3.39 eV

Last column: Löwdin charge in e.
Positions of all 17 atoms, in Å:
C (-1.3353, 1.5162, -0.7153)  -0.58
S (-1.8077, 1.7530, 1.0618)  0.22
H (-2.2443, 1.7638, -1.2597)  -0.02
H (-1.1869, 0.4499, -0.8943)  -0.02
H (-0.4262, 2.0819, -0.8973)  0.00
H (1.6160, 0.7654, 2.2062)  0.03
H (0.3897, 1.2114, 1.4114)  -0.07
O (1.2785, 0.7846, 1.3042)  -0.13
H (-1.7157, -0.2843, 1.2811)  -0.13
H (-1.9696, -1.8594, 1.5747)  0.01
O (-1.4757, -1.2288, 1.0504)  -0.17
H (3.1912, -2.5061, -2.1155)  0.02
H (2.9311, -1.7715, -3.4041)  0.03
O (3.4953, -2.4548, -3.0344)  -0.08
H (1.1634, -0.8603, 0.2192)  -0.02
H (0.1933, -1.7135, -0.5143)  -0.01
O (1.1221, -1.4904, -0.5106)  -0.09


Number 2 is which compound?
CH2FPSi


Copy entry 1 word for word.
ORCA calculation (ωB97M-V/def2-TZVPD) on 5 unconnected molecules or ions with the total composition CH11O4S at a distorted geometry.

Results
LUMO level: 3.7 eV
total charge: -1
gap between HOMO and LUMO: 7.1 eV
highest occupied orbital energy: -3.39 eV

Last column: Löwdin charge in e.
Positions of all 17 atoms, in Å:
C (-1.3353, 1.5162, -0.7153)  -0.58
S (-1.8077, 1.7530, 1.0618)  0.22
H (-2.2443, 1.7638, -1.2597)  -0.02
H (-1.1869, 0.4499, -0.8943)  -0.02
H (-0.4262, 2.0819, -0.8973)  0.00
H (1.6160, 0.7654, 2.2062)  0.03
H (0.3897, 1.2114, 1.4114)  -0.07
O (1.2785, 0.7846, 1.3042)  -0.13
H (-1.7157, -0.2843, 1.2811)  -0.13
H (-1.9696, -1.8594, 1.5747)  0.01
O (-1.4757, -1.2288, 1.0504)  -0.17
H (3.1912, -2.5061, -2.1155)  0.02
H (2.9311, -1.7715, -3.4041)  0.03
O (3.4953, -2.4548, -3.0344)  -0.08
H (1.1634, -0.8603, 0.2192)  -0.02
H (0.1933, -1.7135, -0.5143)  -0.01
O (1.1221, -1.4904, -0.5106)  -0.09